# 1
The following is a DFT calculation (wB97M-V/def2-TZVPD) of 6 unconnected molecules or ions with the total composition C44H81Br2ClO14Si.

Net charge   0

Positions of all 143 atoms, in Å:
C (-0.3748, 0.9241, -0.9361)
O (-0.4374, 0.2838, 0.3383)
C (0.3029, -0.8962, 0.3655)
O (1.0050, -1.0015, 1.5741)
C (2.0296, -0.0543, 1.6989)
C (3.3371, -0.4479, 0.9985)
C (3.7446, 0.5256, -0.1197)
O (4.4152, -0.5780, 1.9425)
C (-0.5759, -2.1691, 0.1935)
C (0.0317, -3.0104, -0.9270)
C (1.4702, -3.4579, -0.5549)
C (1.7612, -4.8916, -0.9189)
C (1.3915, -5.4156, -2.1621)
C (1.6981, -6.7343, -2.4963)
C (2.3886, -7.5478, -1.5944)
C (2.7484, -7.0387, -0.3492)
C (2.4414, -5.7152, -0.0125)
O (-1.8809, -1.7493, -0.1270)
C (-2.9777, -2.4215, 0.4951)
C (-4.2379, -1.7939, -0.1489)
C (-4.0733, -1.3728, -1.6197)
C (-4.0170, 0.1369, -1.7441)
Cl (-3.8921, 0.5888, -3.4819)
C (-2.9518, -3.9583, 0.2720)
Br (-4.3317, -4.8530, 1.3329)
C (-3.0399, -4.4387, -1.2109)
C (-2.3391, -5.8141, -1.3391)
Br (-4.8494, -4.6707, -1.9284)
Si (-3.1328, -1.9713, 2.3895)
C (-4.9128, -1.7620, 2.9565)
C (-2.2834, -0.3298, 2.7215)
C (-2.2242, -3.2263, 3.4826)
H (-1.0437, 1.7742, -0.8921)
H (0.6378, 1.2450, -1.1736)
H (-0.7217, 0.2335, -1.7003)
H (1.0276, -0.8254, -0.4569)
H (1.7479, 0.9218, 1.3072)
H (2.2474, 0.1129, 2.7477)
H (3.2121, -1.4260, 0.5346)
H (2.9299, 1.1738, -0.4227)
H (4.6040, 1.1207, 0.1808)
H (4.0455, -0.0134, -1.0164)
H (5.2162, -0.4432, 1.4321)
H (-0.5134, -2.7630, 1.1064)
H (0.0577, -2.4193, -1.8391)
H (-0.5374, -3.9196, -1.0721)
H (1.6752, -3.2855, 0.4964)
H (2.1542, -2.8397, -1.1375)
H (0.8737, -4.7648, -2.8510)
H (1.4147, -7.1080, -3.4684)
H (2.6368, -8.5601, -1.8726)
H (3.2707, -7.6798, 0.3443)
H (2.7426, -5.3534, 0.9604)
H (-5.1169, -2.4032, 0.0142)
H (-4.4123, -0.8696, 0.4039)
H (-4.9723, -1.6829, -2.1513)
H (-3.2474, -1.8422, -2.1379)
H (-3.1933, 0.5659, -1.1866)
H (-4.9647, 0.5402, -1.4171)
H (-2.0442, -4.4116, 0.6534)
H (-2.5139, -3.7426, -1.8472)
H (-2.3083, -6.3261, -0.3813)
H (-2.8891, -6.4519, -2.0201)
H (-1.3260, -5.7032, -1.7157)
H (-5.2583, -0.7924, 2.5940)
H (-5.6170, -2.4952, 2.5821)
H (-4.9483, -1.7009, 4.0417)
H (-1.2080, -0.4939, 2.7376)
H (-2.5668, 0.0120, 3.7151)
H (-2.5243, 0.4271, 1.9829)
H (-1.8605, -2.7548, 4.3912)
H (-2.8901, -4.0355, 3.7726)
H (-1.3965, -3.6913, 2.9500)
C (0.3299, 4.9896, -4.7966)
C (1.4476, 4.1605, -4.2046)
O (0.9836, 2.8966, -3.7113)
C (0.8216, 1.8158, -4.4951)
C (0.9155, 1.9568, -5.9960)
O (0.5454, 0.7687, -3.9755)
H (-0.1205, 4.5021, -5.6616)
H (0.7066, 5.9624, -5.1102)
H (-0.4617, 5.1348, -4.0600)
H (2.2725, 4.0193, -4.9040)
H (1.8601, 4.6664, -3.3335)
H (-0.0917, 2.0658, -6.3955)
H (1.3554, 1.0458, -6.3938)
H (1.5241, 2.7927, -6.3309)
C (6.4939, -1.7112, 3.9482)
C (7.6858, -2.4507, 3.3777)
O (8.9086, -2.1039, 4.0338)
C (9.3172, -2.6789, 5.1822)
C (8.3671, -3.5722, 5.9483)
O (10.4125, -2.4238, 5.5973)
H (6.3309, -1.9652, 4.9965)
H (5.5917, -1.9515, 3.3930)
H (6.6584, -0.6342, 3.8996)
H (7.5416, -3.5323, 3.3821)
H (7.8373, -2.1614, 2.3384)
H (7.8905, -2.9818, 6.7293)
H (8.9498, -4.3641, 6.4119)
H (7.5991, -4.0406, 5.3381)
C (-9.9498, 1.0241, -3.0419)
C (-8.4619, 0.8115, -3.2301)
O (-7.7550, 0.8369, -1.9872)
C (-7.6380, -0.2354, -1.1853)
C (-8.4576, -1.4749, -1.4566)
O (-6.9047, -0.1622, -0.2364)
H (-10.3996, 0.2273, -2.4493)
H (-10.4534, 1.0585, -4.0081)
H (-10.1314, 1.9622, -2.5175)
H (-8.2382, -0.1038, -3.7797)
H (-8.0409, 1.6327, -3.8069)
H (-9.3457, -1.4479, -0.8267)
H (-7.8581, -2.3412, -1.1844)
H (-8.7588, -1.5949, -2.4941)
C (0.3893, 9.8110, -2.3222)
C (1.5853, 10.0458, -3.2214)
O (1.7864, 8.9681, -4.1410)
C (1.1349, 8.8694, -5.3141)
C (-0.0227, 9.7945, -5.6090)
O (1.4554, 7.9991, -6.0771)
H (-0.5385, 9.7542, -2.8914)
H (0.2962, 10.6178, -1.5953)
H (0.5016, 8.8681, -1.7872)
H (1.5257, 10.9969, -3.7521)
H (2.4949, 10.0768, -2.6244)
H (-0.9492, 9.2805, -5.3563)
H (-0.0192, 10.0099, -6.6744)
H (0.0141, 10.7431, -5.0797)
C (3.5448, 0.8690, 5.2208)
C (2.5640, 2.0047, 5.0112)
O (1.7056, 2.1748, 6.1413)
C (2.0535, 2.8921, 7.2277)
C (3.4822, 3.3649, 7.3834)
O (1.2301, 3.0941, 8.0750)
H (4.2137, 1.0602, 6.0607)
H (4.1502, 0.7167, 4.3256)
H (3.0101, -0.0552, 5.4426)
H (3.0537, 2.9454, 4.7537)
H (1.9042, 1.7622, 4.1801)
H (4.0148, 2.6556, 8.0152)
H (3.4644, 4.3324, 7.8784)
H (4.0221, 3.4823, 6.4472)


# 2
The following is a DFT calculation (wB97M-V/def2-TZVPD) of 11 unconnected molecules or ions with the total composition C44H82F6O31.

Net charge   0
Energy relative to the best compared isomer or geometry (same formula, charge and spin)   0.0000 eV

Positions of all 163 atoms, in Å:
C (3.1137, -0.5580, 3.8584)
C (4.0287, -0.1730, 2.6957)
O (5.1451, -1.0071, 2.6395)
C (6.1214, -0.8033, 1.7297)
O (6.1671, 0.0754, 0.9114)
C (7.3098, -1.8208, 1.7159)
F (6.9748, -2.7800, 2.6257)
F (7.6066, -2.3440, 0.5273)
F (8.3843, -1.1728, 2.0984)
H (2.3347, 0.1988, 3.7658)
H (3.5877, -0.5016, 4.8383)
H (2.7773, -1.5788, 3.6770)
H (4.4277, 0.8409, 2.7266)
H (3.3220, -0.2033, 1.8665)
C (-0.2210, 2.0819, 1.3412)
C (0.1447, 0.5423, 1.0947)
O (0.9257, 0.5081, -0.1260)
C (0.3425, 0.5412, -1.3472)
O (-0.8567, 0.7833, -1.5762)
C (1.3022, 0.3626, -2.5471)
F (0.5980, 0.0607, -3.6226)
F (1.9839, 1.4029, -2.8667)
F (2.1833, -0.5672, -2.2457)
H (-1.0760, 2.4457, 0.7715)
H (0.5669, 2.8086, 1.1429)
H (-0.6654, 2.1614, 2.3333)
H (-0.7728, -0.0420, 1.0245)
H (0.7031, 0.1352, 1.9377)
C (-1.4145, -2.0325, -5.6983)
C (-1.9080, -1.4136, -4.4435)
O (-2.2718, -0.0776, -4.7447)
C (-3.4655, 0.1351, -5.2514)
O (-4.3770, -0.7128, -5.3817)
O (-3.5756, 1.4655, -5.6429)
C (-4.5704, 1.9924, -6.4649)
H (-2.2335, -2.4071, -6.3124)
H (-0.6936, -2.8484, -5.6461)
H (-0.9343, -1.3378, -6.3873)
H (-1.1574, -1.4668, -3.6550)
H (-2.8035, -1.9137, -4.0746)
H (-4.9352, 1.3020, -7.2254)
H (-4.1392, 2.8642, -6.9569)
H (-5.5040, 2.2191, -5.9501)
C (-5.0018, -1.5863, -0.8355)
C (-3.5644, -1.1174, -0.4113)
O (-3.0215, -2.1760, 0.4238)
C (-2.2164, -2.9925, -0.1933)
O (-1.9938, -3.1566, -1.4538)
O (-1.6199, -3.7615, 0.7098)
C (-0.5912, -4.7070, 0.3934)
H (-4.9408, -2.4921, -1.4388)
H (-5.3656, -0.7830, -1.4761)
H (-5.4937, -1.6100, 0.1369)
H (-3.6528, -0.2681, 0.2661)
H (-2.9326, -0.6795, -1.1841)
H (0.3339, -4.3642, 0.8569)
H (-0.4938, -4.9865, -0.6556)
H (-0.8455, -5.5853, 0.9868)
C (1.6533, 0.4416, -7.0694)
C (2.4229, -0.7956, -7.4628)
O (1.5058, -1.7991, -7.5888)
C (1.8016, -3.0863, -8.0013)
O (2.9765, -3.4643, -8.3325)
O (0.6961, -3.9451, -7.6553)
C (0.9066, -5.3702, -7.7684)
H (1.4024, 1.0351, -7.9486)
H (2.2005, 1.0989, -6.3936)
H (0.7874, 0.2212, -6.4451)
H (3.2197, -1.0827, -6.7768)
H (2.9288, -0.7673, -8.4279)
H (1.7746, -5.7315, -7.2169)
H (1.0961, -5.7259, -8.7811)
H (-0.0472, -5.8537, -7.5572)
C (-6.5162, -1.5124, 3.7462)
C (-5.1730, -0.9353, 3.3856)
O (-5.4100, 0.4945, 3.0950)
C (-4.4345, 1.3093, 2.7444)
O (-3.2609, 0.9407, 2.6201)
O (-4.9280, 2.4622, 2.5165)
C (-3.9558, 3.4086, 2.1165)
H (-7.1716, -1.4796, 2.8758)
H (-7.1057, -0.9052, 4.4332)
H (-6.5026, -2.5144, 4.1752)
H (-4.5431, -1.3815, 2.6160)
H (-4.6097, -0.9623, 4.3184)
H (-3.4698, 3.7940, 3.0128)
H (-4.4342, 4.2271, 1.5786)
H (-3.1862, 3.0832, 1.4165)
C (9.8566, -3.4215, -3.5837)
C (8.8692, -3.3060, -2.3974)
O (7.8075, -2.5791, -2.9586)
C (6.7142, -3.2098, -3.5092)
O (6.6258, -4.4242, -3.6037)
O (5.7140, -2.3451, -3.7232)
C (4.4112, -2.8867, -3.9166)
H (10.7390, -4.0087, -3.3293)
H (10.0971, -2.4102, -3.9116)
H (9.4480, -3.8407, -4.5031)
H (9.4130, -2.6515, -1.7162)
H (8.6838, -4.1643, -1.7516)
H (4.2324, -3.1419, -4.9611)
H (3.6074, -2.1832, -3.6994)
H (4.3495, -3.6902, -3.1826)
C (1.3260, 5.4994, 2.8029)
C (2.8515, 5.1336, 2.6603)
O (3.1592, 3.7752, 2.0804)
C (3.3476, 3.6264, 0.7697)
O (3.3568, 4.5197, -0.0729)
O (3.6134, 2.3317, 0.5660)
C (4.0826, 1.7941, -0.6488)
H (0.9246, 5.3808, 1.7965)
H (1.2648, 6.5267, 3.1619)
H (0.6958, 4.7888, 3.3377)
H (3.4342, 5.0185, 3.5742)
H (3.2397, 5.8619, 1.9482)
H (4.0686, 2.4424, -1.5249)
H (3.4576, 0.9361, -0.8965)
H (5.1056, 1.4203, -0.6059)
C (-4.1271, 2.6218, 6.3076)
C (-2.8035, 3.3934, 5.9585)
O (-1.6421, 2.5571, 5.7284)
C (-0.5077, 3.2466, 5.4154)
O (-0.2945, 4.4515, 5.4784)
O (0.3798, 2.3376, 5.1153)
C (1.7557, 2.5536, 5.1554)
H (-4.1374, 2.3089, 7.3517)
H (-4.2274, 1.7264, 5.6941)
H (-5.0192, 3.2234, 6.1336)
H (-2.6630, 4.1177, 6.7609)
H (-2.9875, 3.9802, 5.0586)
H (2.2283, 2.2997, 4.2066)
H (2.1750, 1.8162, 5.8399)
H (2.0434, 3.5638, 5.4467)
C (-3.7176, 3.2774, -2.3068)
C (-2.4018, 3.8450, -1.8690)
O (-2.6380, 4.5738, -0.7076)
C (-2.0513, 5.7331, -0.4446)
O (-1.2737, 6.3458, -1.1389)
O (-2.7352, 6.2121, 0.6513)
C (-2.5070, 7.4622, 1.2294)
H (-4.1888, 2.6608, -1.5414)
H (-3.4776, 2.4787, -3.0087)
H (-4.4972, 3.9900, -2.5759)
H (-1.9834, 4.4541, -2.6703)
H (-1.6924, 3.0314, -1.7176)
H (-3.3222, 7.6753, 1.9208)
H (-2.2247, 8.4267, 0.8072)
H (-1.7221, 7.1302, 1.9089)
C (-2.7029, -6.5130, 7.1910)
C (-2.9786, -5.0796, 6.7798)
O (-2.1839, -4.6832, 5.6504)
C (-2.4039, -3.5908, 5.0266)
O (-3.3881, -2.8456, 5.1431)
O (-1.4948, -3.4222, 4.2378)
C (-1.5999, -2.3106, 3.4019)
H (-2.8679, -7.2101, 6.3694)
H (-3.1562, -6.8012, 8.1394)
H (-1.6678, -6.6087, 7.5189)
H (-2.7198, -4.3610, 7.5575)
H (-4.0529, -4.9744, 6.6285)
H (-1.7213, -1.4114, 4.0059)
H (-2.3401, -2.2751, 2.6025)
H (-0.6585, -2.3029, 2.8525)


# 3
The following is a DFT calculation (wB97M-V/def2-TZVPD) of 11 unconnected molecules or ions with the total composition C44H83N9O2.

Net charge   0

Positions of all 138 atoms, in Å:
C (-3.2114, -2.6699, -1.4884)
C (-2.2959, -3.2608, -0.3276)
C (-0.8445, -3.4108, -0.8511)
C (-0.7525, -4.0609, -2.1248)
N (-0.6044, -4.5055, -3.1628)
H (-3.1365, -3.2584, -2.3563)
H (-2.9607, -1.6632, -1.7594)
H (-4.2602, -2.5231, -1.1731)
H (-2.7123, -4.2330, -0.0450)
H (-2.1178, -2.5977, 0.5618)
H (-0.3697, -3.9820, -0.0655)
H (-0.2400, -2.4711, -0.9316)
C (2.1626, -1.9949, 4.6109)
C (0.8832, -2.2752, 5.4061)
C (-0.4425, -1.8841, 4.7310)
C (-0.6474, -2.6554, 3.4786)
N (-0.7210, -3.3220, 2.5484)
H (3.0403, -2.2364, 5.1361)
H (2.2757, -0.9323, 4.3226)
H (2.1635, -2.6712, 3.7076)
H (0.9635, -1.7255, 6.2995)
H (0.9090, -3.3404, 5.6345)
H (-0.4164, -0.8935, 4.4946)
H (-1.2850, -2.0711, 5.4412)
C (-8.1512, -0.4855, -1.7555)
C (-6.7376, -0.8142, -1.2040)
C (-6.6830, -1.2678, 0.2498)
C (-6.9155, -0.0916, 1.1486)
N (-7.0957, 0.8237, 1.8018)
H (-8.0044, -0.0075, -2.7356)
H (-8.7124, 0.2035, -1.0705)
H (-8.6993, -1.3541, -1.9382)
H (-6.1267, 0.1349, -1.2809)
H (-6.2941, -1.6031, -1.8772)
H (-5.7032, -1.6886, 0.5651)
H (-7.5249, -1.9221, 0.4356)
C (6.4089, 0.4009, -5.3343)
C (7.1133, -0.7947, -4.8036)
C (6.5064, -1.5778, -3.6127)
C (6.3416, -0.7973, -2.3385)
N (6.3048, -0.2331, -1.3343)
H (6.4007, 1.2044, -4.5762)
H (5.3793, 0.1828, -5.6411)
H (6.9232, 0.7472, -6.2024)
H (8.1191, -0.4325, -4.5132)
H (7.1741, -1.6344, -5.5726)
H (7.1112, -2.4918, -3.4411)
H (5.5023, -1.8547, -3.9043)
C (2.5321, -5.4964, -1.2311)
C (3.1055, -4.3323, -2.0475)
C (3.3273, -4.6345, -3.5184)
C (4.6062, -5.2336, -3.8769)
N (5.6566, -5.6013, -4.1766)
H (3.0213, -6.4201, -1.4296)
H (1.5004, -5.5588, -1.4903)
H (2.5836, -5.2888, -0.2195)
H (3.9795, -3.9653, -1.5514)
H (2.3246, -3.5441, -2.0184)
H (3.1319, -3.7527, -4.1415)
H (2.6282, -5.3891, -3.7436)
C (1.0110, 1.7147, -2.5281)
C (-0.0394, 0.5625, -2.6017)
C (0.1724, -0.2184, -3.8631)
C (1.5123, -0.7702, -4.0325)
N (2.5717, -1.2364, -4.1661)
H (1.9843, 1.2810, -2.2906)
H (0.6163, 2.4621, -1.7974)
H (1.0454, 2.1867, -3.5162)
H (-1.0488, 0.9692, -2.6953)
H (0.0065, -0.0536, -1.7249)
H (-0.0429, 0.5313, -4.6936)
H (-0.5877, -1.0191, -3.9941)
C (5.8196, -1.2622, 3.7502)
C (5.5173, -0.7081, 2.3109)
C (5.7867, 0.8182, 2.1779)
C (4.8520, 1.3860, 3.2326)
N (4.0445, 1.8301, 3.8802)
H (5.1950, -0.8063, 4.5489)
H (6.8308, -1.1634, 4.1188)
H (5.5692, -2.3554, 3.8560)
H (4.4649, -0.9023, 2.1896)
H (6.0740, -1.3522, 1.6161)
H (5.4093, 1.2336, 1.2342)
H (6.8651, 1.0991, 2.3452)
C (-4.3589, 3.2483, 3.5198)
C (-4.5601, 1.8069, 3.7821)
C (-3.6746, 1.1429, 4.8558)
C (-2.2072, 1.1095, 4.4602)
N (-1.1328, 1.2491, 4.0284)
H (-4.9783, 3.5648, 2.6796)
H (-3.2742, 3.4023, 3.2151)
H (-4.5615, 4.0839, 4.2342)
H (-4.4529, 1.2448, 2.8099)
H (-5.5437, 1.5623, 4.1381)
H (-3.9676, 0.0741, 4.9960)
H (-3.6951, 1.6915, 5.8192)
C (-1.4896, 3.8268, -4.7174)
C (-3.0414, 3.7882, -4.9273)
C (-3.6580, 2.3971, -4.7416)
C (-3.4563, 1.9304, -3.3179)
N (-3.3719, 1.5428, -2.2343)
H (-1.0388, 3.0743, -5.3652)
H (-1.1447, 3.6943, -3.6505)
H (-1.1793, 4.8342, -4.8998)
H (-3.0487, 4.0861, -5.9736)
H (-3.5948, 4.4447, -4.2448)
H (-3.1721, 1.7391, -5.3502)
H (-4.7318, 2.3495, -4.9339)
C (-1.1108, 4.1791, 0.4497)
C (-0.6380, 5.0842, 1.5756)
O (-0.3740, 4.3437, 2.7566)
C (0.4252, 5.0074, 3.7415)
C (1.1092, 3.9931, 4.6200)
H (-0.3920, 3.5080, -0.1050)
H (-1.9050, 3.4640, 0.8129)
H (-1.6649, 4.7934, -0.2763)
H (0.3203, 5.5695, 1.2949)
H (-1.3801, 5.9284, 1.7430)
H (1.0994, 5.5859, 3.1414)
H (-0.2329, 5.6594, 4.2915)
H (1.5585, 4.5771, 5.4171)
H (1.8494, 3.4069, 4.0705)
H (0.4700, 3.2138, 5.0641)
C (1.6672, -0.3531, 1.3461)
C (0.5326, 0.6454, 1.1278)
O (-0.6615, -0.0044, 0.7901)
C (-1.7667, 0.9197, 0.8218)
C (-3.1037, 0.1127, 1.0313)
H (1.2172, -1.3043, 1.6523)
H (2.3521, -0.5146, 0.4067)
H (2.4210, -0.0760, 2.0536)
H (0.4271, 1.1775, 2.0673)
H (0.8019, 1.4320, 0.4022)
H (-1.6131, 1.6600, 1.5970)
H (-1.7868, 1.3604, -0.1788)
H (-3.1713, -0.2846, 2.0103)
H (-3.1523, -0.7077, 0.2584)
H (-4.0069, 0.7170, 0.7702)


| no. | orbital gap (eV) |
| --- | --- |
| 1 | 9.2 |
| 2 | 10.7 |
| 3 | 9.6 |